[1]
252
Properties=species:S:1:pos:R:3:mulliken_charge:R:1 method="wB97M-V/def2-TZVPD" e_above_lowest_kcal_mol=25.4 orbital_gap_ha=0.3251 e_lumo_ha=0.020 e_tot_ev=-113066.947 charge=0
C 20.300 12.890 13.199 -2.319
C 20.489 13.359 11.835 1.855
C 21.863 12.994 11.312 -1.752
C 19.326 12.799 10.908 -1.194
C 19.159 13.537 9.578 -0.596
C 18.900 14.976 9.849 -1.022
C 20.101 15.645 10.628 1.669
C 21.392 15.755 9.711 -2.032
C 19.805 17.053 11.037 -1.951
N 20.358 14.840 11.871 1.163
O 21.517 15.292 12.552 -0.734
H 19.305 13.074 13.516 0.229
H 20.395 11.818 13.197 0.507
H 20.991 13.236 13.944 0.506
H 22.642 13.374 11.983 0.327
H 21.945 11.892 11.433 0.435
H 22.010 13.364 10.355 0.390
H 19.495 11.726 10.822 0.493
H 18.361 12.958 11.416 0.204
H 20.028 13.364 8.886 0.303
H 18.277 13.099 9.137 0.507
H 18.025 15.085 10.491 0.184
H 18.667 15.621 8.964 0.346
H 21.168 16.375 8.887 0.548
H 21.627 14.815 9.259 0.520
H 22.276 16.149 10.236 0.211
H 18.903 17.063 11.648 0.163
H 19.729 17.630 10.117 0.670
H 20.659 17.511 11.583 0.036
H 21.191 15.662 13.396 0.202
C 19.992 16.654 15.611 -1.578
C 18.923 17.514 16.307 1.668
C 19.450 17.912 17.675 -1.910
C 18.795 18.826 15.516 0.490
C 18.101 18.523 14.195 -0.384
C 16.734 17.778 14.415 0.540
C 16.772 16.492 15.260 3.184
C 15.417 16.055 15.745 0.456
C 17.379 15.327 14.374 -0.712
N 17.594 16.879 16.426 0.933
O 17.700 15.705 17.305 1.156
H 20.903 17.198 15.625 0.857
H 20.149 15.745 16.138 0.468
H 19.631 16.384 14.610 -0.343
H 18.752 18.720 18.040 0.021
H 19.460 17.084 18.362 0.368
H 20.482 18.211 17.694 0.545
H 18.131 19.451 16.085 -1.009
H 19.792 19.200 15.425 -0.178
H 17.860 19.508 13.754 0.790
H 18.690 17.960 13.511 -0.912
H 16.241 17.487 13.425 0.268
H 16.080 18.517 14.911 -1.524
H 14.789 15.791 14.881 -1.107
H 14.912 16.931 16.198 -1.146
H 15.283 15.336 16.540 0.310
H 16.529 14.876 13.752 0.124
H 17.862 14.495 14.944 -0.649
H 18.166 15.570 13.688 -0.005
H 17.546 16.039 18.232 -0.488
C 23.528 23.870 17.823 -1.905
C 22.342 24.369 16.998 2.322
C 22.753 25.673 16.231 -1.890
C 22.014 23.342 15.933 -2.008
C 21.359 22.011 16.411 0.789
C 20.109 22.398 17.231 -0.521
C 20.398 23.466 18.326 1.857
C 19.133 24.101 18.901 -1.943
C 21.242 22.706 19.450 -1.212
N 21.101 24.650 17.752 -0.008
O 21.487 25.485 18.864 -0.500
H 23.624 24.558 18.674 0.425
H 23.437 22.849 18.114 0.415
H 24.464 23.855 17.197 0.409
H 21.837 26.076 15.771 0.438
H 23.313 26.378 16.847 0.415
H 23.527 25.410 15.446 0.318
H 21.382 23.802 15.144 0.313
H 23.000 23.135 15.431 0.397
H 20.975 21.477 15.527 -0.624
H 22.114 21.435 16.961 0.309
H 19.726 21.545 17.791 -0.365
H 19.280 22.782 16.594 0.409
H 19.437 24.661 19.818 0.444
H 18.462 23.337 19.268 0.275
H 18.637 24.746 18.175 0.394
H 21.692 23.417 20.180 0.330
H 22.056 22.060 19.001 0.139
H 20.489 22.129 20.048 0.233
H 21.045 26.336 18.596 0.358
C 15.061 22.802 17.784 -2.258
C 14.574 21.456 17.288 1.925
C 15.760 20.525 17.037 -1.012
C 13.695 20.851 18.442 -1.918
C 12.785 19.731 17.987 1.079
C 11.985 20.194 16.785 -1.525
C 12.846 20.747 15.601 1.745
C 13.394 19.473 14.839 -1.513
C 11.956 21.409 14.569 -2.103
N 13.783 21.694 16.103 0.398
O 14.622 22.250 15.104 -0.495
H 14.236 23.507 17.960 0.465
H 15.363 22.496 18.782 0.410
H 15.852 23.319 17.207 0.456
H 16.322 20.864 16.153 0.759
H 16.437 20.521 17.862 0.856
H 15.535 19.439 17.021 -1.046
H 14.355 20.584 19.267 0.454
H 13.067 21.682 18.810 0.529
H 13.371 18.827 17.819 -1.133
H 12.042 19.634 18.845 0.498
H 11.261 21.000 17.036 0.421
H 11.426 19.397 16.275 0.359
H 12.499 18.973 14.474 0.788
H 13.901 18.777 15.456 -0.142
H 14.045 19.676 14.029 0.352
H 11.319 22.186 15.053 0.469
H 11.224 20.726 14.126 0.341
H 12.560 21.999 13.880 0.381
H 14.464 23.162 15.347 0.423
C 9.610 12.364 13.242 -1.652
C 10.398 11.954 14.501 1.166
C 9.574 12.156 15.737 -1.642
C 10.669 10.419 14.367 -1.107
C 11.712 10.072 13.346 -0.770
C 13.025 10.812 13.716 -0.966
C 12.893 12.351 13.836 2.261
C 14.049 13.018 14.563 -0.665
C 12.782 12.919 12.404 -1.483
N 11.686 12.596 14.725 0.850
O 11.502 13.992 14.620 -0.389
H 9.415 13.451 13.143 0.191
H 10.035 12.051 12.276 0.392
H 8.675 11.780 13.357 0.530
H 9.981 11.528 16.573 0.268
H 9.561 13.160 16.155 0.199
H 8.505 11.877 15.516 0.396
H 10.957 9.956 15.312 0.324
H 9.769 9.952 13.975 0.408
H 11.814 8.995 13.334 0.417
H 11.394 10.428 12.354 0.342
H 13.766 10.747 12.887 0.440
H 13.486 10.437 14.630 0.107
H 14.146 12.608 15.568 -0.881
H 14.013 14.128 14.549 -0.491
H 14.898 12.788 13.993 0.957
H 12.027 12.419 11.734 0.272
H 13.783 12.812 11.986 0.565
H 12.457 13.966 12.378 -0.132
H 11.804 14.336 15.463 0.288
C 13.341 20.173 9.566 -0.919
O 13.620 18.819 9.571 -0.391
C 13.301 18.234 10.813 -0.308
C 14.025 16.931 10.936 0.628
C 13.480 15.882 10.016 -1.696
N 14.026 16.369 12.306 0.366
H 13.245 20.534 8.544 0.290
H 14.048 20.769 10.078 0.339
H 12.417 20.401 10.084 0.367
H 13.473 19.006 11.541 0.135
H 12.207 18.027 10.851 0.181
H 15.010 17.190 10.682 0.257
H 12.456 15.607 10.296 0.372
H 14.118 15.012 10.057 0.259
H 13.426 16.341 9.047 0.581
H 13.154 15.887 12.394 -0.004
H 14.133 17.047 13.030 -0.434
C 18.461 20.501 21.052 0.133
O 19.534 20.568 21.976 -0.305
C 19.495 19.456 22.829 0.310
C 18.954 19.762 24.229 0.914
C 19.843 20.570 25.106 -1.424
N 18.694 18.467 24.842 -0.709
H 18.346 19.472 20.788 -0.010
H 18.570 21.013 20.118 -0.285
H 17.522 20.921 21.452 0.218
H 18.865 18.742 22.355 -0.813
H 20.602 19.092 22.909 0.260
H 17.998 20.336 24.080 0.123
H 19.215 21.053 25.883 0.373
H 20.244 21.402 24.511 0.283
H 20.669 19.876 25.560 0.334
H 18.307 18.587 25.759 0.274
H 17.976 17.947 24.342 0.186
C 11.298 16.547 17.015 -0.092
O 12.091 15.379 17.070 -0.006
C 12.866 15.230 18.258 -0.148
C 13.501 13.860 18.424 2.108
C 12.438 12.840 18.907 -1.921
N 14.518 13.921 19.499 -0.419
H 11.910 17.395 17.362 -0.582
H 10.427 16.329 17.645 0.457
H 10.850 16.717 15.958 0.230
H 13.612 16.030 18.270 -0.657
H 12.243 15.317 19.163 0.539
H 13.870 13.509 17.495 -1.145
H 13.055 11.919 19.088 0.548
H 11.643 12.704 18.214 0.178
H 12.048 13.211 19.820 0.514
H 14.747 12.968 19.788 0.312
H 15.357 14.369 19.133 -0.086
C 15.797 17.762 19.337 -0.516
O 16.552 16.665 19.855 0.264
C 16.485 16.679 21.294 -1.266
C 17.648 15.977 21.793 1.049
C 17.793 14.575 21.193 -1.605
N 17.490 15.965 23.256 -0.495
H 16.072 17.920 18.332 -0.870
H 15.818 18.567 20.038 0.777
H 14.706 17.507 19.274 0.249
H 16.478 17.679 21.703 0.381
H 15.521 16.232 21.583 0.256
H 18.621 16.472 21.703 0.278
H 17.928 14.566 20.124 0.035
H 16.967 13.955 21.576 0.273
H 18.617 13.978 21.600 0.443
H 16.720 15.397 23.544 0.192
H 18.325 15.787 23.769 0.328
C 18.914 12.470 17.168 -0.905
O 18.233 11.495 17.921 -0.493
C 16.966 11.320 17.400 -0.201
C 16.210 10.224 18.055 0.474
C 14.931 10.037 17.293 -1.369
N 15.983 10.642 19.480 -0.507
H 19.731 12.791 17.746 0.454
H 18.345 13.391 16.995 0.132
H 19.091 11.965 16.230 0.507
H 16.394 12.262 17.458 -0.188
H 17.027 11.076 16.310 0.342
H 16.628 9.202 17.989 0.240
H 15.171 9.633 16.302 0.451
H 14.357 11.018 17.137 0.000
H 14.135 9.498 17.789 0.506
H 15.469 9.920 19.939 0.236
H 16.896 10.691 19.909 0.251
C 23.949 18.316 14.358 -0.524
O 23.558 19.227 13.362 -0.544
C 22.174 19.433 13.375 1.523
C 21.806 20.372 12.226 0.365
C 22.476 21.737 12.384 -1.302
N 20.320 20.529 12.304 -0.407
H 23.675 17.327 13.972 0.086
H 23.350 18.469 15.264 0.174
H 24.984 18.430 14.660 0.353
H 21.633 18.484 13.219 -0.598
H 21.784 19.794 14.351 -0.408
H 22.139 19.819 11.320 0.332
H 23.530 21.569 12.693 0.314
H 21.988 22.289 13.197 0.204
H 22.520 22.309 11.388 0.366
H 20.053 21.332 11.705 0.258
H 19.957 19.738 11.870 0.117

[2]
19
Properties=species:S:1:pos:R:3:mulliken_charge:R:1 method="wB97M-V/def2-TZVPD" e_above_lowest_kcal_mol=77.5 orbital_gap_ha=0.3326 e_lumo_ha=-0.269 e_tot_ev=-7773.240 charge=+2
C 3.910 1.156 -0.497 -0.912
C 2.175 -0.237 0.423 -0.918
C -7.435 0.567 -0.376 -0.005
N -7.719 -0.363 0.433 -0.173
N 4.527 -1.169 0.157 -0.370
N 3.630 0.111 0.506 -0.182
H 4.750 1.774 -0.300 0.303
H 4.086 0.712 -1.502 0.393
H 3.103 1.758 -0.432 0.384
H 2.051 -1.244 0.733 0.349
H 1.680 0.467 0.933 0.387
H 1.722 -0.206 -0.565 0.387
H -7.283 0.444 -1.454 0.288
H -7.386 1.679 -0.085 0.259
H -7.889 -0.043 1.485 0.358
H -7.769 -1.303 0.191 0.273
H 5.426 -0.873 0.481 0.337
H 4.099 -1.941 0.822 0.397
H 4.324 -1.289 -0.954 0.445

[3]
17
Properties=species:S:1:pos:R:3:lowdin_spin:R:1 method="wB97M-V/def2-TZVPD" spin_multiplicity=2 e_above_lowest_kcal_mol=47.6 orbital_gap_ha="0.1842 / 0.2771" e_lumo_ha="0.030 / 0.022" e_tot_ev=-9323.881 s2=0.7586 charge=0
C 0.023 -0.604 0.411 0.392
C -0.070 0.096 -0.822 0.175
N 0.109 -0.710 -2.116 0.087
N -1.055 -0.681 1.306 0.177
H 0.963 -1.061 0.712 0.036
H -0.948 0.734 -0.954 0.008
H 1.009 -1.170 -2.108 0.012
H 0.168 -0.001 -2.846 0.011
H -0.589 -1.462 -2.297 0.036
H -1.844 -0.104 1.070 0.005
H -0.844 -0.613 2.293 0.007
H -0.691 -0.194 5.162 0.000
H -0.686 1.138 4.444 0.000
O -0.666 0.184 4.276 0.001
H 1.551 1.790 -3.571 0.005
H 1.586 1.422 -2.043 0.016
O 1.983 1.236 -2.914 0.032

[4]
18
Properties=species:S:1:pos:R:3:mulliken_charge:R:1 method="wB97M-V/def2-TZVPD" e_above_lowest_kcal_mol=91.7 orbital_gap_ha=0.2964 e_lumo_ha=0.013 e_tot_ev=-12392.760 charge=0
C 0.775 0.001 0.866 0.677
C -0.719 -0.072 0.350 0.140
C -0.201 0.319 -1.846 -1.218
N 1.541 0.926 0.155 -0.926
N -1.310 -1.268 0.312 -0.375
O 1.287 -1.306 0.633 -0.580
O 0.614 0.232 2.248 -0.514
O -1.440 1.008 0.640 -0.401
H 2.148 -1.146 0.226 0.383
H 1.493 0.454 2.580 0.376
H -2.381 0.877 0.464 0.361
H 0.822 0.777 -0.929 0.483
H 1.363 1.861 0.510 0.248
H -2.311 -1.395 0.328 0.194
H -0.687 -2.047 0.143 0.203
H -1.271 0.495 -1.981 0.292
H 0.258 0.997 -2.575 0.409
H 0.020 -0.714 -2.124 0.249